Molecular formula: C4H8N2O2
Method: DFT, ωB97M-V/def2-TZVPD

HOMO level = -10.1 eV
calculated total energy = -11347.0601 eV
M = 116.1 g mol⁻¹
LUMO level = 0.43 eV
F_max = 0.1151 Eh/bohr
energy above the lowest of the compared OMol25 structures with the same formula, charge and spin = 680.5 kJ/mol
frontier orbital gap = 10.56 eV

Last columns: bonded neighbours and bond lengths (Å).
Geometry (Å):
1 H -1.16 2.55 0.82  N2 1.090
2 N -0.26 2.75 0.24  H1 1.090, C3 1.376
3 C 0.03 1.64 -0.52  N2 1.376, N4 1.376, H10 1.276
4 N -0.80 0.55 -0.61  C3 1.376, O5 1.381, C6 1.404
5 O -1.83 0.64 0.31  N4 1.381, H11 1.076
6 C -0.18 -0.65 -0.20  N4 1.404, C7 1.548, C8 1.473, H12 1.094
7 C 0.44 -1.12 1.13  C6 1.548, H13 1.108, H14 1.186, H15 1.241
8 C 0.77 -1.08 -1.24  C6 1.473, O9 1.215, H16 1.185
9 O 1.74 -1.80 -1.09  C8 1.215
10 H 0.87 1.44 -1.46  C3 1.276
11 H -1.44 0.60 1.31  O5 1.076
12 H -1.03 -1.31 -0.41  C6 1.094
13 H 1.03 -0.19 1.21  C7 1.108
14 H -0.25 -1.54 2.01  C7 1.186
15 H 1.40 -1.84 0.84  C7 1.241
16 H 0.65 -0.63 -2.33  C8 1.185